Formula: C4H5NO2
Source: OMol25
Level of theory: ωB97M-V/def2-TZVPD

CARTESIAN COORDINATES (ANGSTROEM)
N  -0.39  0.89  1.29
C  1.06  -0.39  -0.42
H  1.21  1.74  0.25
H  1.27  -1.01  0.45
C  0.40  1.03  0.10
H  -0.26  1.39  -0.72
O  -0.51  -1.31  -2.14
H  -2.00  -0.14  2.00
C  -1.26  -0.04  1.18
H  1.97  -0.30  -1.04
O  -1.35  -0.90  0.15
C  -0.12  -0.97  -1.09

Output
HOMO = -9.8075 eV
Electronic energy = -9812.7296 eV
Lowest unoccupied orbital energy = 0.6662 eV
Structure (SMILES) = O=C1CCN=CO1
Energy above the lowest of the compared OMol25 structures with the same formula, charge and spin = 36.6 kcal/mol

Formula: C4H5NO2
Source: OMol25
Level of theory: ωB97M-V/def2-TZVPD

CARTESIAN COORDINATES (ANGSTROEM)
C  1.42  -0.91  0.36
H  -0.79  -2.56  0.13
C  -0.45  1.93  0.23
H  0.51  1.03  -1.47
C  -1.02  -1.53  -0.13
O  1.85  0.28  0.30
H  -2.05  -1.25  -0.34
H  -0.77  1.84  1.25
N  -0.10  -0.68  -0.11
C  0.23  1.00  -0.43
H  -0.68  2.85  -0.29
O  1.85  -2.01  0.50

Output
HOMO = -8.6801 eV
Electronic energy = -9810.5819 eV
Lowest unoccupied orbital energy = -0.3200 eV
Energy above the lowest of the compared OMol25 structures with the same formula, charge and spin = 86.1 kcal/mol

Formula: C4H5NO2
Source: OMol25
Level of theory: ωB97M-V/def2-TZVPD

CARTESIAN COORDINATES (ANGSTROEM)
C  0.81  -1.17  0.12
C  -0.43  1.45  1.23
H  -0.73  2.50  1.44
H  -1.10  -0.98  -0.87
H  0.33  -1.29  1.08
H  1.78  -1.65  0.02
H  0.24  -1.38  -2.06
C  -0.15  1.17  -0.24
O  -0.85  1.73  -1.06
O  -0.53  0.55  2.02
N  0.67  0.11  -0.58
C  -0.04  -1.03  -1.08

Output
HOMO = -9.9264 eV
Electronic energy = -9812.0227 eV
Lowest unoccupied orbital energy = -0.1922 eV
Structure (SMILES) = O=CC(=O)N1CC1
Energy above the lowest of the compared OMol25 structures with the same formula, charge and spin = 52.9 kcal/mol

Formula: C4H5NO2
Source: OMol25
Level of theory: ωB97M-V/def2-TZVPD

CARTESIAN COORDINATES (ANGSTROEM)
C  1.00  -0.83  -0.47
C  0.86  0.62  -0.08
O  1.96  -1.27  -1.03
C  -0.60  1.05  0.04
O  -0.08  -1.63  -0.24
H  -1.68  -1.96  0.95
H  1.41  0.81  0.86
C  -1.11  -1.14  0.54
H  1.37  1.09  -0.91
H  -1.02  1.18  -0.96
H  -0.70  2.02  0.55
N  -1.41  0.07  0.74

Output
HOMO = -10.7140 eV
Electronic energy = -9813.8232 eV
Lowest unoccupied orbital energy = 0.7799 eV
Structure (SMILES) = O=C1CCN=CO1
Energy above the lowest of the compared OMol25 structures with the same formula, charge and spin = 11.3 kcal/mol

Formula: C4H5NO2
Source: OMol25
Level of theory: ωB97M-V/def2-TZVPD

CARTESIAN COORDINATES (ANGSTROEM)
C  1.23  -0.29  -0.66
H  0.86  2.08  0.65
H  0.77  1.30  2.10
H  -1.41  0.83  -0.68
O  2.14  -0.16  -1.40
C  -1.36  -0.26  -0.68
H  -0.88  -1.65  1.06
H  -1.88  -0.81  -1.46
C  -0.53  -0.95  0.30
N  0.41  1.32  1.15
O  0.11  -1.50  -0.86
C  0.53  0.10  0.47

Output
HOMO (spin up / spin down) = -7.7446 / -7.6755 eV
Electronic energy = -9808.9029 eV
Lowest unoccupied orbital energy (spin up / spin down) = -0.8881 / -1.0044 eV
Energy above the lowest of the compared OMol25 structures with the same formula, charge and spin = 124.8 kcal/mol

Formula: C4H5NO2
Source: OMol25
Level of theory: ωB97M-V/def2-TZVPD

CARTESIAN COORDINATES (ANGSTROEM)
O  -2.40  -1.07  -0.60
H  1.09  -1.83  -1.16
N  -0.48  -1.06  -0.46
H  2.04  2.17  1.21
C  0.02  -0.11  0.24
C  0.43  0.94  0.77
H  -2.56  -1.41  -1.43
O  -0.47  -2.70  -2.00
H  0.50  2.99  0.87
H  0.81  1.92  2.44
C  0.04  -1.91  -1.34
C  0.98  2.07  1.45

Output
HOMO (spin up / spin down) = -9.1926 / -9.1618 eV
Electronic energy = -9807.8171 eV
Lowest unoccupied orbital energy (spin up / spin down) = -1.6147 / -1.7403 eV
Energy above the lowest of the compared OMol25 structures with the same formula, charge and spin = 149.8 kcal/mol